H4O2 | ωB97M-V/def2-TZVPD

Atoms and positions in Å:
H  -0.10018  -0.19928  -0.90662
H  -1.16614  -0.81354  -1.90458
H  1.25415  1.20688  1.26398
H  0.01250  0.29546  1.53369
O  -0.76195  -0.90931  -0.92895
O  0.76162  0.41979  0.94249

Force components x, y, z for each atom (eV/Å):
-0.101 -0.234 0.279
1.347 -0.408 3.401
-0.633 -0.841 -0.209
0.028 0.067 -0.002
-1.345 0.549 -3.663
0.704 0.867 0.194

HOMO energy = -10.994 eV
relative energy (zero: lowest compared OMol25 entry of this formula, charge and spin) = 0.296 eV
gap between HOMO and LUMO = 0.4356 hartree
F_max = 3.94 eV Å⁻¹
total charge = 0
SMILES = O.O